Molecular formula: C37H42AlAsBN8OSi
Method: DFT, ωB97M-V/def2-TZVPD

## Properties
- Charge: +2
- HOMO energy (spin up / spin down): -13.178 / -13.186 eV
- LUMO (spin up / spin down): -0.19131 / -0.34972 Eh
- Spin multiplicity: 2
- HOMO-LUMO gap (spin up / spin down): 8.0 / 3.7 eV

Geometry (Å):
Al 3.7484 -18.6212 7.1270
C 7.0743 -18.6112 8.5048
C 6.3231 -19.8201 8.0343
C 6.7959 -21.1357 7.9171
C 5.7063 -21.8894 7.5783
N 4.6102 -21.1255 7.4785
N 5.0135 -19.8181 7.7094
B 3.1546 -21.4766 6.9833
N 2.1780 -20.7589 7.9309
C 1.0639 -21.1174 8.6129
C 0.4045 -20.0380 9.1132
C 1.1926 -18.9420 8.7478
C 1.0159 -17.5362 9.1781
N 2.2483 -19.4073 8.0482
N 3.1274 -20.8676 5.5776
C 2.8195 -21.4023 4.3749
C 2.9821 -20.4222 3.4051
C 3.3970 -19.2811 4.0896
C 3.5466 -17.8866 3.5264
N 3.4732 -19.5453 5.4174
N 2.8797 -22.9263 7.0684
C 2.7798 -23.6934 8.1862
C 2.5810 -25.0020 7.7576
C 2.4062 -24.8951 6.3585
C 2.0973 -25.9085 5.2736
N 2.6572 -23.6296 5.9404
H 6.5787 -18.0577 9.2755
H 7.4268 -17.9906 7.6525
H 8.0478 -19.0291 8.9227
H 7.7949 -21.4886 8.1069
H 5.5987 -22.9681 7.5576
H 0.7931 -22.1368 8.6504
H -0.4510 -20.0174 9.7867
H 1.8809 -17.1812 9.7106
H 0.0946 -17.4397 9.7585
H 0.9166 -16.8573 8.2952
H 2.4779 -22.4084 4.2884
H 2.9513 -20.6011 2.3480
H 4.5770 -17.5463 3.7034
H 2.8142 -17.2352 3.9607
H 3.4149 -17.8441 2.4787
H 3.0118 -23.2740 9.1574
H 2.3629 -25.8285 8.4229
H 1.7532 -26.8454 5.7064
H 3.0384 -26.1525 4.7113
H 1.4141 -25.5650 4.4927
C 5.5207 -15.0362 8.4242
Si 4.4811 -15.4044 6.8998
C 5.5396 -15.2178 5.3579
C 2.8835 -14.4513 6.7474
O 4.1252 -17.0038 7.0660
H 5.7101 -13.9541 8.5910
H 6.4690 -15.5412 8.4905
H 4.9447 -15.3408 9.3004
H 5.7285 -14.1861 5.1171
H 4.9357 -15.6047 4.5026
H 6.5130 -15.6690 5.4407
H 3.0178 -13.3605 6.6681
H 2.2406 -14.6416 7.5942
H 2.3738 -14.6754 5.7485
C -2.0225 -19.3687 1.6287
C -2.8134 -18.2288 1.8494
C -2.4230 -17.2925 2.8199
C -1.2635 -17.5618 3.5711
C -0.5088 -18.7078 3.3406
C -0.8880 -19.6347 2.3876
As -0.7139 -16.3052 4.9239
C -2.4448 -15.5503 5.3246
C -3.3558 -16.0037 6.2442
C -4.4542 -15.1427 6.5463
C -4.6630 -13.8870 5.9078
C -3.7483 -13.4982 5.0110
C -2.5627 -14.2518 4.7341
C -1.4894 -13.7776 3.9496
C -1.4903 -12.5813 3.1475
C -0.4927 -12.4125 2.2159
C 0.5948 -13.3824 2.1971
C 0.6444 -14.5456 2.9645
C -0.4096 -14.7674 3.8572
H -2.3440 -20.0291 0.8163
H -3.8062 -18.1098 1.3820
H -3.0781 -16.4002 2.9656
H 0.2784 -18.9490 4.0507
H -0.2761 -20.5333 2.2679
H -3.3766 -17.0050 6.6544
H -5.2483 -15.5107 7.2027
H -5.5844 -13.3476 6.1640
H -3.9156 -12.5369 4.5272
H -2.2075 -11.7895 3.1797
H -0.5485 -11.5566 1.5025
H 1.4147 -13.2513 1.4986
H 1.4249 -15.3116 2.7631

=====

Molecular formula: C2H10AlO5
Method: DFT, ωB97M-V/def2-TZVPD

## Properties
- Charge: -1
- HOMO energy: -4.885 eV
- LUMO: 0.00890 Eh
- Spin multiplicity: 1
- HOMO-LUMO gap: 5.1 eV

Geometry (Å):
Al -1.8694 0.7266 -0.1885
O -2.0121 -2.0743 0.1364
H -1.2210 -1.9635 0.6857
O -2.0597 -0.6524 -2.6607
H -1.4475 -0.7907 -3.3958
O -3.6875 2.3826 -1.4526
H -4.2061 2.0284 -2.1870
O -0.8970 2.9468 1.2273
H -1.0688 2.6345 2.1273
C 2.6034 -0.9609 1.2194
C 1.7945 0.0348 0.3939
O 0.7175 -0.6011 -0.2788
H 3.3733 -1.4724 0.6393
H 1.9158 -1.6622 1.6963
H 3.1379 -0.5710 2.0888
H 2.3787 0.5271 -0.3890
H 1.4042 0.8205 1.0421
H 1.1436 -1.3528 -0.7042

=====

Molecular formula: C33H57BN9RbS8
Method: DFT, ωB97M-V/def2-TZVPD

## Properties
- HOMO energy: -6.360 eV
- LUMO: 0.00087 Eh
- Spin multiplicity: 1
- HOMO-LUMO gap: 6.4 eV

Geometry (Å):
Rb -0.3485 -0.2086 -0.0715
C -2.9544 2.2381 2.5424
C -3.5573 2.3189 1.1431
S -3.3496 0.8439 0.1238
C -4.4183 -0.3268 0.9919
C -4.1578 -1.7532 0.5113
S -2.4948 -2.3938 0.8214
C -2.5376 -2.5995 2.6178
C -1.1278 -2.6023 3.2067
S -0.2391 -1.0309 3.0971
C -1.1972 -0.0303 4.2526
C -0.8202 1.4436 4.1225
S -1.1453 2.1930 2.5082
H -3.3224 1.3503 3.0559
H -3.2783 3.1056 3.1219
H -3.0959 3.1271 0.5722
H -4.6196 2.5601 1.2210
H -5.4653 -0.0761 0.8055
H -4.2522 -0.2588 2.0682
H -4.2910 -1.8166 -0.5704
H -4.8934 -2.4273 0.9547
H -3.0307 -3.5423 2.8639
H -3.1279 -1.7980 3.0631
H -0.4967 -3.3248 2.6849
H -1.1692 -2.9242 4.2494
H -0.9946 -0.3581 5.2751
H -2.2660 -0.1606 4.0750
H 0.2513 1.5743 4.2886
H -1.3295 2.0219 4.8960
C 3.8160 -4.9583 -0.8588
C 4.8037 -3.8153 -0.6427
C 6.1654 -4.2456 -1.1871
C 4.9696 -3.4626 0.8337
N 4.3416 -2.6099 -1.3838
C 5.0227 -2.0363 -2.4453
C 4.3086 -0.9701 -2.8451
N 3.2004 -0.8613 -2.0304
B 2.1186 0.2270 -2.1777
N 1.5502 0.2829 -3.6222
C 2.0446 1.0767 -4.6325
C 1.2428 0.9387 -5.7042
N 0.2375 0.0509 -5.3506
C 0.4294 -0.3437 -4.0556
S -0.5142 -1.4298 -3.1325
C -0.8777 -0.3649 -6.2447
C -0.8147 -1.8752 -6.4581
C -0.7185 0.3228 -7.5992
C -2.2043 0.0758 -5.6313
N 2.7078 1.6453 -1.8667
C 4.0281 2.0282 -1.8320
C 4.0749 3.3548 -1.5999
N 2.7656 3.7956 -1.4753
C 1.9253 2.7284 -1.6413
S 0.2122 2.7178 -1.5926
C 2.3595 5.2185 -1.3175
C 1.5638 5.6514 -2.5473
C 1.5554 5.3819 -0.0288
C 3.6070 6.0936 -1.2175
C 3.1966 -1.9025 -1.1480
S 1.9821 -2.2786 -0.0147
H 4.1719 -5.8392 -0.3211
H 3.7527 -5.2049 -1.9204
H 2.8243 -4.6955 -0.5006
H 6.4901 -5.1120 -0.6114
H 6.9196 -3.4663 -1.0679
H 6.1192 -4.5443 -2.2351
H 5.3591 -4.3361 1.3608
H 4.0259 -3.1604 1.2804
H 5.6740 -2.6372 0.9438
H 5.9404 -2.4300 -2.8341
H 4.4882 -0.2947 -3.6627
H 1.2743 0.0186 -1.4208
H 2.9101 1.7013 -4.4995
H 1.3060 1.3956 -6.6711
H 0.1333 -2.1481 -6.9256
H -1.6254 -2.1758 -7.1244
H -0.9092 -2.4097 -5.5162
H 0.2128 0.0460 -8.0951
H -0.7728 1.4091 -7.5178
H -1.5409 -0.0032 -8.2357
H -2.3632 -0.3947 -4.6642
H -3.0180 -0.1989 -6.3049
H -2.2122 1.1594 -5.5010
H 4.8306 1.3225 -1.9306
H 4.9229 4.0001 -1.4844
H 0.6445 5.0796 -2.6459
H 2.1659 5.5071 -3.4464
H 1.3195 6.7115 -2.4635
H 0.7572 4.6455 0.0424
H 1.1158 6.3805 -0.0075
H 2.2166 5.3008 0.8386
H 4.1997 6.0734 -2.1323
H 4.2396 5.8123 -0.3743
H 3.2774 7.1198 -1.0552
C 7.5233 1.3756 -0.6958
C 7.1704 0.7943 0.6721
C 5.7359 1.0222 1.0317
N 4.8153 0.1379 0.8712
N 3.5585 0.5961 1.1879
C 3.5768 1.8267 1.5796
N 2.4387 2.4904 1.9712
S 5.1468 2.5358 1.6480
H 8.5766 1.2162 -0.9258
H 7.3278 2.4487 -0.7342
H 6.9294 0.8933 -1.4729
H 7.8210 1.2088 1.4448
H 7.3202 -0.2864 0.6730
H 1.5903 2.0133 1.7038
H 2.4005 3.4806 1.7960

=====

Molecular formula: C4H14N2O
Method: DFT, ωB97M-V/def2-TZVPD

## Properties
- Charge: -1
- HOMO energy (spin up / spin down): 1.090 / -5.583 eV
- LUMO (spin up / spin down): 0.12478 / 0.12345 Eh
- Spin multiplicity: 2
- HOMO-LUMO gap (spin up / spin down): 2.3 / 8.9 eV

Geometry (Å):
C 3.2129 -0.7996 -0.4054
N 1.8653 -0.6966 0.1389
C 0.9628 0.0366 -0.7601
C -0.4657 0.1521 -0.0936
N -0.4225 0.9957 1.1087
C -1.7467 1.0237 1.7088
H 3.0859 -1.1817 -1.4546
H 3.8893 -1.3143 0.2816
H 3.6257 0.2359 -0.6183
H 1.7867 -0.3258 1.0870
H 1.4117 1.0471 -1.0380
H 0.8379 -0.5329 -1.7026
H -1.1809 0.5149 -0.8653
H -0.9122 -0.8695 0.0882
H -0.0183 1.8834 0.7965
H -1.5166 1.6225 2.6099
H -2.4974 1.6094 1.1343
H -1.8569 -0.0140 2.0756
H -2.9027 -1.0685 -0.7314
H -3.9955 -1.4391 -1.6923
O -3.1628 -0.8793 -1.6679

=====

Molecular formula: C5H15BBrClN2O
Method: DFT, ωB97M-V/def2-TZVPD

## Properties
- HOMO energy: -6.462 eV
- LUMO: -0.03308 Eh
- Spin multiplicity: 1
- HOMO-LUMO gap: 5.6 eV

Geometry (Å):
C -2.2293 -1.7790 -0.4988
N -1.7251 -0.4682 0.0465
C -1.7293 -0.4222 1.5265
B -0.4518 -0.3229 -0.5408
O 0.4854 -1.2877 -0.7136
N -0.1003 1.1143 -1.0221
C 0.6962 1.7539 0.0917
C 2.2120 1.7606 -0.1986
C 2.9443 0.7124 0.6029
Br 2.8045 1.0721 2.5220
H -2.1008 -1.7546 -1.5725
H -3.2954 -1.8281 -0.3339
H -1.7566 -2.6479 -0.0646
H -0.8301 -0.8848 1.9376
H -1.7099 0.6137 1.8584
H -2.6141 -0.9055 1.9164
H 0.3108 -1.8461 -1.4977
H 0.4106 1.1211 -1.9041
H -0.9826 1.6019 -1.1714
H 0.5592 1.1648 0.9933
H 0.3077 2.7393 0.3063
H 2.5754 2.7480 0.0542
H 2.3589 1.5184 -1.2495
H 4.0001 0.7603 0.3863
H 2.5712 -0.2877 0.4408
Cl -2.7112 -4.2462 -1.9153

=====

Molecular formula: C2H2OPb
Method: DFT, ωB97M-V/def2-TZVPD

## Properties
- Charge: -2
- HOMO energy (spin up / spin down): 3.870 / 3.866 eV
- LUMO (spin up / spin down): 0.26538 / 0.26682 Eh
- Spin multiplicity: 1
- HOMO-LUMO gap (spin up / spin down): 3.4 / 3.4 eV

Geometry (Å):
C -0.7335 -0.9264 -0.7897
C 0.0864 -1.0511 0.1309
H -1.0602 -0.2799 -1.5980
H 0.4517 -1.6167 0.9803
O 1.0274 1.0743 0.8773
Pb 0.2282 2.7997 0.3992

=====

Molecular formula: C26H28N6O2S
Method: DFT, ωB97M-V/def2-TZVPD

## Properties
- HOMO energy: -7.363 eV
- LUMO: 0.00651 Eh
- Structure (SMILES): COc1ccccc1N1CCN(C(=O)CSc2ncnc3c2cnn3-c2ccc(C)c(C)c2)CC1
- Spin multiplicity: 1
- HOMO-LUMO gap: 7.5 eV

Geometry (Å):
C 0.1990 1.9759 2.3468
O -0.8816 1.7043 1.4853
C -0.6359 1.5592 0.1308
C 0.6589 1.3994 -0.3355
C 0.9440 1.2553 -1.6829
C -0.0944 1.3083 -2.5860
C -1.3906 1.4815 -2.1386
C -1.7242 1.5802 -0.7810
N -3.0549 1.7430 -0.4363
C -3.5680 1.8059 0.9085
C -4.1646 0.4482 1.3120
N -5.0028 -0.0468 0.2348
C -5.2996 -1.3334 -0.0485
O -6.1171 -1.6339 -0.8989
C -4.5052 -2.4246 0.6516
S -3.1219 -2.7934 -0.4927
C -1.7364 -2.1505 0.3454
N -1.8568 -1.7311 1.5966
C -0.7736 -1.2927 2.2302
N 0.4525 -1.2079 1.7736
C 0.5825 -1.5961 0.5016
C -0.4896 -2.0955 -0.2867
C 0.1017 -2.3617 -1.5418
N 1.3710 -2.0593 -1.5185
N 1.6798 -1.5999 -0.2906
C 2.9743 -1.1479 -0.0094
C 3.3454 -0.7846 1.2780
C 4.6297 -0.3238 1.4995
C 5.5565 -0.2209 0.4712
C 6.9398 0.2818 0.7463
C 5.1784 -0.5967 -0.8230
C 6.1496 -0.5040 -1.9591
C 3.8917 -1.0547 -1.0497
C -5.3808 0.9687 -0.7247
C -4.0969 1.4506 -1.4118
H -0.2554 2.2083 3.3099
H 0.8546 1.1077 2.4592
H 0.7787 2.8373 2.0011
H 1.4767 1.3727 0.3668
H 1.9644 1.1172 -2.0040
H 0.0930 1.2250 -3.6456
H -2.1634 1.5673 -2.8830
H -4.3307 2.5914 0.9524
H -2.7799 2.0684 1.6038
H -3.3423 -0.2390 1.5171
H -4.7637 0.5613 2.2252
H -5.1082 -3.3299 0.6974
H -4.0797 -2.1795 1.6193
H -0.9333 -0.9712 3.2508
H -0.3590 -2.7511 -2.4268
H 2.6384 -0.8647 2.0869
H 4.9186 -0.0389 2.5011
H 7.6813 -0.4707 0.4795
H 7.1488 1.1738 0.1565
H 7.0589 0.5267 1.7985
H 7.0256 -1.1218 -1.7650
H 6.4919 0.5223 -2.0886
H 5.6893 -0.8361 -2.8855
H 3.5774 -1.3483 -2.0389
H -6.0428 0.5080 -1.4595
H -5.9205 1.7795 -0.2304
H -4.3136 2.3383 -2.0218
H -3.7653 0.6434 -2.0732

=====

Molecular formula: C11H10ClNS
Method: DFT, ωB97M-V/def2-TZVPD

## Properties
- HOMO energy: -8.256 eV
- LUMO: 0.00121 Eh
- Structure (SMILES): Cc1cc(-c2sccc2C)cnc1Cl
- Spin multiplicity: 1
- HOMO-LUMO gap: 8.3 eV

Geometry (Å):
C 2.5810 0.6483 -2.9402
C 1.2560 0.6851 -2.1720
C 1.1548 0.1516 -0.9073
C -0.0725 0.1787 -0.1328
C -0.0058 -0.2781 1.2508
S 1.4640 -0.4138 2.1840
C 0.6266 -1.2274 3.5015
C -0.7081 -1.1269 3.2765
C -1.0903 -0.6826 1.9532
C -2.6268 -0.6062 1.6811
C -1.1481 0.8425 -0.8660
N -1.0806 1.3228 -2.1486
C 0.0630 1.1954 -2.8378
Cl 0.2297 1.8443 -4.4335
H 2.5256 -0.1193 -3.6909
H 2.7404 1.6104 -3.4502
H 3.3615 0.4577 -2.2376
H 2.0176 -0.4606 -0.6653
H 1.0620 -1.8967 4.2851
H -1.3942 -1.6116 3.9111
H -2.8049 -0.9997 0.6539
H -2.9287 0.4599 1.7946
H -3.2285 -1.2526 2.2549
H -1.9938 1.2789 -0.2646

=====

Molecular formula: C12H24N3Se3Zn
Method: DFT, ωB97M-V/def2-TZVPD

## Properties
- Charge: +1
- HOMO energy: -10.958 eV
- LUMO: -0.10003 Eh
- Spin multiplicity: 1
- HOMO-LUMO gap: 8.2 eV

Geometry (Å):
Zn -0.4738 0.6044 -0.3634
C -0.3750 -0.1167 -3.6612
Se 0.4251 -0.9316 -2.0822
C -0.7418 -2.5081 -1.9443
C -2.1297 -2.1140 -1.5052
Se -2.0573 -1.5832 0.3728
C -3.7889 -0.6999 0.4391
H -0.1166 -0.7049 -4.5371
H 0.0480 0.8810 -3.7477
H -1.4524 -0.0336 -3.5499
H -0.2588 -3.1659 -1.2223
H -0.7443 -3.0057 -2.9123
H -2.8542 -2.9219 -1.6024
H -2.4860 -1.2410 -2.0525
H -4.5552 -1.4385 0.2215
H -3.8125 0.1146 -0.2822
H -3.9248 -0.3167 1.4471
N -0.1618 0.8201 1.8031
C 0.4279 2.0836 2.3100
C 1.7741 2.3902 1.6681
C 1.7413 2.5679 0.1559
N 1.5896 1.2700 -0.5472
H -1.0541 0.6748 2.2668
H 0.4243 0.0416 2.0948
H 0.5664 2.0279 3.3920
H -0.2757 2.8909 2.1034
H 2.4945 1.6056 1.9257
H 2.1418 3.3155 2.1121
H 2.6566 3.0707 -0.1618
H 0.9000 3.2008 -0.1369
H 2.3381 0.6457 -0.2574
H 1.7394 1.4231 -1.5412
Se -1.8426 1.8045 -1.9084
C -2.9779 3.0181 -0.9334
C -2.4909 3.9332 -0.0119
C -3.3918 4.8101 0.5792
N -4.6886 4.8282 0.2987
C -5.1409 3.9585 -0.5978
C -4.3330 3.0265 -1.2353
H -1.4355 3.9856 0.2219
H -3.0518 5.5417 1.3050
H -6.2010 4.0100 -0.8210
H -4.7394 2.3333 -1.9591